50
Properties=species:S:1:pos:R:3:forces:R:3:lowdin_charge:R:1 method="wB97M-V/def2-TZVPD" charge=0 spin_multiplicity=1 homo_lumo_gap_ev=8.6456 e_homo_ev=-8.506 energy_ha=-1187.6944
O -1.999516 -1.473093 2.482428 0.526 -2.307 1.467 -0.07
O 1.982828 -0.860573 -1.003877 0.560 0.028 0.310 -0.05
O 1.170517 0.921942 -3.366405 -0.193 0.075 -0.718 -0.06
O 0.178166 -0.702274 3.673922 0.382 0.800 0.911 -0.06
O -2.197144 0.482035 1.327358 -0.587 4.024 -0.030 -0.08
O -2.380384 -2.759162 0.294570 -0.212 0.350 -0.851 -0.06
O 0.275038 -1.956712 1.216320 1.537 -0.104 -1.270 -0.05
O 1.915070 2.323762 -1.264180 0.524 -0.473 -0.444 -0.05
O -1.300366 0.196915 -2.936102 -0.739 0.557 0.777 -0.05
O -1.184622 3.735176 -1.722259 -0.357 1.074 -0.101 -0.05
O 1.963909 -3.447311 -2.326588 0.588 -0.329 0.678 -0.10
O -2.959867 -0.247847 -0.777085 -0.069 -1.218 -0.819 -0.04
O 2.797937 -3.771677 0.361567 -0.043 0.078 0.600 -0.05
C 1.109031 1.814260 1.962496 0.578 1.822 -0.176 -0.19
C -0.493399 2.708963 0.364832 -0.427 0.501 -0.605 -0.12
C -1.569424 2.882585 -0.674610 -0.046 -0.347 0.767 -0.25
C 0.143322 1.653678 0.823619 2.218 -0.331 1.675 -0.14
C 2.354485 1.348635 1.909800 -0.464 -1.106 -0.428 0.02
H -2.669167 -1.918181 -0.140785 0.114 -0.253 0.536 0.04
H -0.521591 0.779677 -2.892407 0.105 -0.267 -0.175 0.01
H -2.111060 -3.287114 -0.459736 0.131 -0.450 0.011 0.07
H -0.065869 0.044933 3.121010 -0.361 -0.026 -0.650 0.01
H -2.341646 -2.269693 2.045422 -0.696 0.469 0.497 0.05
H 2.603611 0.736181 1.044009 0.220 -0.012 0.112 0.05
H -3.841617 -0.134020 -1.118897 -0.109 0.190 -0.795 0.10
H 1.800933 1.048854 -2.648555 0.126 -0.161 -0.128 0.01
H -2.502821 0.471500 0.405736 0.102 0.202 0.988 -0.05
H -1.018636 -0.517934 -3.491643 0.230 -0.606 -0.378 0.05
H 0.577083 -1.598732 2.063561 -1.133 -0.392 0.268 0.02
H -0.628671 -2.299497 1.149133 0.431 0.426 0.590 0.01
H -0.716133 3.338818 -2.444487 0.410 -0.802 -0.222 0.07
H 1.249884 -0.349994 -1.338568 -0.378 0.184 -0.256 0.00
H 2.671338 -2.837089 0.565219 0.051 0.047 -0.281 0.02
H 2.638804 2.616999 -1.835413 -0.244 0.646 0.565 0.07
H -2.230732 -0.162061 -1.425112 -0.578 0.170 -0.913 0.05
H 1.500210 0.354878 -4.078039 0.264 0.145 0.573 0.08
H 1.622373 -1.215630 -0.181142 -0.363 -0.226 0.056 -0.01
H -0.231842 3.671235 0.806156 -0.114 -0.098 0.329 0.12
H 2.065419 -3.869076 -1.447978 -0.465 -0.119 -0.441 0.00
H 3.099283 1.409780 2.688253 -0.050 0.400 0.110 0.06
H -1.947737 -0.390616 1.541768 0.712 -1.458 -0.129 -0.10
H 0.880507 2.553672 2.729561 -0.295 -0.255 0.198 0.11
H -2.642894 -0.894712 2.884306 -0.788 -0.429 0.230 0.08
H 0.416040 -0.196287 4.464756 0.294 -0.572 0.132 0.07
H -2.347732 3.452182 -0.154290 -0.142 -0.206 -0.133 0.13
H 0.344384 0.615614 0.587607 -1.509 -0.055 -1.263 0.09
H 2.370301 -4.166920 1.132216 0.008 -0.260 -0.196 0.06
H 2.675392 -2.805463 -2.195455 -0.306 0.339 -0.495 0.01
H 1.524145 3.032967 -0.739470 0.232 0.076 -0.230 0.05
H -2.027129 1.936407 -0.982550 0.325 0.257 -0.254 0.09

***

7
Properties=species:S:1:pos:R:3:forces:R:3:lowdin_charge:R:1 method="wB97M-V/def2-TZVPD" charge=0 spin_multiplicity=1 homo_lumo_gap_ev="8.5569 / 8.4615" e_homo_ev="-9.486 / -9.265" energy_ha=-758.3792
S -0.334187 -1.003255 -1.311120 0.385 -0.957 -0.166 0.77
F -1.720993 -0.951475 0.885196 1.497 0.281 -1.419 -0.18
O 0.413733 1.570632 1.558963 0.568 1.364 1.441 0.14
O 0.683839 1.465246 -0.631346 0.336 0.881 0.904 0.02
N -0.374850 -0.868500 0.351433 -0.304 0.110 1.047 -0.38
N 0.315329 1.199221 0.469375 -0.994 -2.126 -2.001 -0.32
H 1.017127 -1.411870 -1.322500 -1.487 0.447 0.194 -0.06

***

80
Properties=species:S:1:pos:R:3:forces:R:3:lowdin_charge:R:1 method="wB97M-V/def2-TZVPD" charge=0 spin_multiplicity=3 homo_lumo_gap_ev="4.9176 / 7.4982" e_homo_ev="-5.265 / -7.932" energy_ha=-3787.1509
Ni -1.998279 0.525280 0.138164 -1.027 -0.020 0.383 0.06
P -0.580540 1.034478 1.601479 0.204 -0.852 -0.619 0.98
P -1.224017 0.029018 -1.847197 0.454 0.088 -0.656 0.88
N -5.429778 2.490865 1.744757 0.006 0.027 0.119 0.07
N -7.726404 3.214871 1.162745 1.917 -0.819 0.186 0.07
N -3.430085 1.401685 0.929351 -2.442 0.688 -0.180 0.04
C -0.194349 -3.827789 -2.584974 -0.168 -0.275 -0.109 -0.07
C -1.068544 -1.545786 2.560465 0.081 0.250 0.183 -0.10
C -0.921743 3.042800 -4.598508 0.046 -0.205 -0.209 -0.07
C -1.256998 4.775485 3.157298 0.258 0.091 0.072 -0.07
C -0.374193 2.695079 2.288916 0.616 0.092 0.313 -0.34
C -0.885076 0.244740 -4.663813 0.022 0.570 0.142 -0.07
C -2.591574 -3.853587 -2.345807 0.264 0.130 0.031 -0.07
C -0.667002 -0.241251 2.901345 0.241 0.360 0.436 -0.33
C -3.038948 0.466911 -1.833553 -1.364 0.483 -0.955 -0.22
C 1.128833 4.450874 2.991637 0.018 0.241 0.025 -0.09
C -6.633742 2.823212 1.357203 -2.138 0.886 -0.413 -0.41
C -0.443985 0.095919 4.246081 -0.027 -0.597 -0.281 -0.08
C 0.371839 0.343762 -1.008028 0.303 -0.718 0.291 -0.27
C -0.974706 -2.187489 4.901108 0.187 0.509 -0.348 -0.08
C -1.394860 -4.547721 -2.556581 0.087 0.396 0.037 -0.07
C 0.928012 3.186882 2.446115 -0.355 0.239 0.233 -0.10
C -1.475986 3.499926 2.642683 0.350 -0.331 -0.029 -0.07
C -0.933101 0.918448 -3.435702 0.230 -0.140 -0.053 -0.31
C -0.904499 2.317765 -3.405658 0.058 0.223 -0.288 -0.09
C -1.375848 -1.757855 -2.170443 0.070 -0.041 0.455 -0.30
C 4.671231 -0.517874 -0.571378 0.222 0.567 0.285 -0.18
C -0.575957 -0.880892 5.233299 -0.214 -0.541 -0.170 -0.08
C 4.410807 0.159755 0.812834 0.241 0.326 -0.344 -0.18
C 3.457365 -1.061939 -1.264692 -0.063 -1.070 -0.120 -0.11
C 4.074578 -2.769304 1.217412 0.052 -0.541 -0.314 -0.19
C 3.157597 -1.747417 1.822904 0.191 0.679 0.119 -0.09
C 0.645236 0.639958 0.308325 0.363 0.407 0.752 -0.27
C 3.635470 -3.305858 -0.179042 0.042 -0.459 0.492 -0.18
C -0.879238 0.983998 -5.852682 0.029 0.095 -0.001 -0.08
C -2.589126 -2.471243 -2.129212 0.258 -0.397 -0.225 -0.07
C -1.224773 -2.504729 3.554803 0.159 0.017 0.422 -0.09
C -0.929802 2.379459 -5.835374 -0.032 -0.148 0.488 -0.08
C 3.019405 -2.325289 -1.125346 0.815 0.762 -0.489 -0.10
C -0.188667 -2.444934 -2.418088 0.030 -0.293 -0.005 -0.10
C -4.484452 1.893395 1.157430 1.257 -0.291 0.617 -0.31
C 3.328750 -0.426139 1.672714 0.255 -0.972 0.571 -0.15
C 0.042880 5.259511 3.343460 -0.069 -0.342 -0.106 -0.08
H 2.749465 0.269312 2.285715 -0.027 -0.252 -0.241 0.09
H -3.662525 0.204245 -0.958408 0.216 0.050 -0.370 0.04
H 0.207798 6.255800 3.767951 -0.066 -0.432 -0.192 0.11
H -3.541304 -1.981656 -1.945105 0.272 -0.105 0.036 0.10
H -1.080150 -2.950346 5.677819 0.029 0.312 -0.297 0.10
H 5.464334 -1.270385 -0.459888 -0.391 0.088 -0.196 0.10
H -1.529638 -3.518294 3.295388 0.028 0.258 0.000 0.10
H -3.394968 -0.156136 -2.656114 -0.150 0.169 -0.174 0.05
H 5.083224 0.264235 -1.230996 0.015 -0.280 0.257 0.11
H -0.166065 1.111262 4.507804 0.028 -0.084 0.014 0.10
H 1.683035 0.648033 0.644435 -0.151 0.225 -0.714 0.01
H 2.367828 -2.146801 2.457574 0.008 0.272 -0.028 0.11
H -2.490971 3.122374 2.530452 0.249 0.068 -0.035 0.09
H -1.400753 -5.634685 -2.700473 0.019 0.516 0.058 0.11
H -2.105929 5.397260 3.430065 0.106 -0.128 -0.063 0.11
H -0.363118 -0.636999 6.268947 -0.081 0.032 -0.084 0.10
H -1.274007 -1.796916 1.516284 0.106 0.063 0.250 0.09
H 1.774908 2.568099 2.154273 -0.085 0.154 0.091 0.09
H 2.142221 4.809339 3.154604 -0.140 -0.019 -0.076 0.10
H 5.357867 0.154709 1.373061 -0.131 0.091 -0.093 0.12
H -0.977637 2.949643 -6.768605 0.094 -0.256 0.382 0.11
H 2.926171 -4.122240 0.006079 0.035 0.115 -0.189 0.11
H 4.189698 1.212964 0.604694 -0.063 -0.072 0.206 0.10
H 0.743634 -4.355807 -2.750216 -0.163 0.113 0.010 0.10
H -0.835937 0.465236 -6.807189 -0.043 0.033 0.163 0.10
H 1.220590 0.273874 -1.691789 -0.182 0.391 0.019 0.04
H 2.315756 -2.758595 -1.834053 -0.083 0.332 0.371 0.07
H -0.856080 2.856462 -2.452607 -0.151 -0.255 -0.304 0.12
H 4.510855 -3.770320 -0.662871 -0.181 0.020 0.121 0.12
H 4.089623 -3.636261 1.895704 0.128 0.214 -0.194 0.11
H -0.925230 4.131160 -4.574670 0.003 -0.225 0.053 0.11
H 0.751047 -1.893931 -2.461399 -0.373 -0.159 0.001 0.08
H -3.532044 -4.398173 -2.339685 0.118 0.129 0.053 0.11
H -3.198334 1.521898 -2.111007 0.065 -0.446 0.313 0.07
H 5.110287 -2.415172 1.144972 -0.329 0.081 0.232 0.10
H -0.833955 -0.839639 -4.690065 -0.135 0.111 -0.038 0.10
H 3.004575 -0.390533 -1.987129 -0.023 -0.195 -0.085 0.09

***

33
Properties=species:S:1:pos:R:3:forces:R:3:lowdin_charge:R:1 method="wB97M-V/def2-TZVPD" charge=0 spin_multiplicity=1 homo_lumo_gap_ev=8.8053 e_homo_ev=-8.800 energy_ha=-651.2459 smiles=CNCCNC.O.O.O.O.O
O 0.751337 0.541791 -3.048848 -0.047 0.032 -0.475 -0.07
O -0.945105 0.376637 3.712335 -0.080 0.284 -0.215 -0.07
O 2.368945 0.987034 1.472203 0.059 -0.271 -1.148 -0.03
O 3.104400 0.442728 -1.319359 0.157 0.700 -0.979 -0.04
O 1.477661 -2.474764 -1.237438 0.298 0.299 -0.408 -0.05
N -0.904281 -1.169650 0.946685 0.706 0.701 0.222 -0.12
N -0.897381 1.486330 -0.301551 -0.266 -0.715 0.350 -0.13
C -2.149412 0.751178 -0.005213 1.023 0.041 -1.644 -0.21
C -1.956941 -0.762380 0.008890 0.330 -0.401 1.110 -0.23
C -0.980325 2.739163 -1.027593 0.317 -1.232 -1.918 -0.13
C -0.493694 -2.557913 0.823385 -2.219 -1.538 0.607 -0.14
H -1.765054 -1.198535 -0.980953 -0.033 0.456 -0.169 0.12
H 3.060619 0.949271 -0.505985 -0.169 -0.668 0.208 0.01
H -0.318498 -3.105248 1.759695 0.477 0.738 0.215 0.08
H 0.235163 -2.800687 0.085941 0.438 0.271 -0.094 0.02
H 0.029629 0.586494 -2.420498 -0.139 -0.026 0.371 -0.01
H -2.545150 1.171112 0.914831 -0.835 -0.340 0.025 0.11
H -0.065098 2.814690 -1.630940 0.147 0.473 0.504 0.07
H -2.758855 0.835143 -0.912397 -0.574 0.767 0.553 0.11
H 3.046513 1.664100 1.473899 0.004 0.212 0.617 0.05
H -0.086809 -0.606663 0.723286 -0.086 0.089 -0.074 0.08
H 3.252132 -0.486350 -1.159688 -0.103 -0.092 0.525 0.03
H 1.631424 -2.890592 -2.090780 0.271 0.023 0.017 0.06
H -1.186735 3.669869 -0.516561 -0.298 0.074 0.371 0.07
H -1.264494 0.131604 2.830679 -0.090 -0.359 0.005 0.00
H -1.679864 2.518881 -1.839852 -0.478 0.636 0.194 0.08
H -0.008780 0.192824 3.631677 0.179 -0.142 0.205 0.01
H 2.248709 -2.603883 -0.678671 0.121 -0.286 -0.209 0.05
H 1.544038 0.585644 -2.502174 0.182 -0.057 0.198 -0.02
H -1.378699 -3.123935 0.496172 -0.079 0.123 -0.191 0.08
H -0.478275 1.650353 0.585699 0.778 0.095 0.589 0.07
H -2.899592 -1.186395 0.371088 0.003 -0.111 -0.105 0.12
H 2.012469 0.872160 2.342034 0.005 0.225 0.746 0.03